{
  "formula": "C3H7NOS",
  "method": "ωB97M-V with the def2-TZVPD basis set",
  "species": ["C", "C", "S", "C", "N", "O", "H", "H", "H", "H", "H", "H", "H"],
  "positions_angstrom": [[0.87328, 0.41471, 2.06978], [0.40286, -0.14027, 0.64047], [0.25179, 1.29793, -0.55738], [-0.90612, 0.76122, -1.75270], [-1.26306, -0.41768, -2.24721], [-0.47840, -1.44284, -1.85655], [0.99449, -0.36768, 2.76592], [1.83692, 0.89560, 1.91540], [0.17719, 1.07006, 2.62716], [1.22280, -0.86716, 0.29541], [-0.58214, -0.64253, 0.48688], [-1.51993, 1.55224, -2.08845], [-1.00969, -2.11359, -2.29873]],
  "forces_ev_per_angstrom": [[-1.3, 0.4, -1.6], [0.8, -0.3, -0.1], [0.5, -0.7, 0.5], [-0.7, -3.2, -0.5], [0.5, 4.9, 0.9], [0.0, -1.3, 0.1], [0.4, -1.4, 0.5], [-0.1, 0.2, 0.1], [0.2, 0.1, -1.0], [-1.3, 1.1, 0.3], [0.9, 0.3, 1.0], [-0.6, 0.7, -0.5], [0.7, -0.8, 0.3]],
  "total_charge": 0,
  "smiles": "CCS/C=N\\O",
  "gap_ev": 9.449,
  "relative_energy_kcal_mol": 71.1,
  "e_homo_ev": -8.54
}

***

{
  "formula": "C20H15CoF5N5OS3Se",
  "method": "ωB97M-V with the def2-TZVPD basis set",
  "species": ["Co", "S", "C", "S", "C", "C", "N", "C", "N", "O", "C", "C", "C", "C", "C", "C", "N", "H", "H", "H", "H", "H", "H", "H", "H", "H", "H", "H", "S", "C", "N", "C", "C", "C", "N", "H", "H", "H", "H", "F", "C", "C", "F", "C", "F", "C", "Se", "C", "F", "C", "F"],
  "positions_angstrom": [[-0.30079, 0.55034, -0.16026], [-1.09141, 0.80809, 1.87247], [-1.79676, -0.76033, 1.69100], [-1.43427, -1.31678, 0.09563], [-2.46018, -1.45922, 2.65840], [-2.65111, -0.88760, 3.95564], [-2.77190, -0.41307, 4.99759], [-2.92658, -2.78682, 2.40301], [-3.29991, -3.85692, 2.20022], [1.50063, 0.08019, 0.47904], [2.28626, -0.34486, 1.33454], [3.75306, -0.24883, 1.05271], [4.02784, -1.54885, 0.25121], [3.55275, -2.86692, 0.89496], [2.02913, -3.11922, 0.91932], [1.26342, -2.39594, 2.04109], [1.95572, -1.13173, 2.37907], [4.33393, -0.23073, 1.97716], [3.99344, 0.62181, 0.44546], [5.10249, -1.60700, 0.07207], [3.54330, -1.44163, -0.72296], [3.97335, -2.97160, 1.90320], [4.00396, -3.66815, 0.30780], [1.85464, -4.19091, 1.02544], [1.60573, -2.83075, -0.04789], [1.21899, -2.98378, 2.95582], [0.24738, -2.17990, 1.73477], [2.76159, -1.30799, 2.95977], [-1.99049, 1.75402, -1.19523], [-0.64273, 2.71759, -1.36228], [-0.42522, 3.64080, -2.33769], [0.76576, 4.24778, -2.50089], [1.79264, 3.97520, -1.64774], [1.53942, 3.02568, -0.64882], [0.36677, 2.46166, -0.48946], [-1.15891, 3.75889, -3.02379], [0.84533, 4.93009, -3.33514], [2.76025, 4.43385, -1.76770], [2.31270, 2.72238, 0.04724], [-0.23102, -0.67878, -8.10802], [0.02164, -0.53250, -6.80822], [0.91897, -1.36638, -6.16802], [1.53337, -2.32826, -6.85801], [1.17189, -1.19990, -4.81860], [2.05127, -2.04479, -4.27025], [0.56218, -0.21358, -4.04589], [1.09848, -0.07874, -2.20884], [-0.32399, 0.60042, -4.73189], [-0.95198, 1.61895, -4.10848], [-0.60168, 0.45989, -6.07978], [-1.45954, 1.29124, -6.68122]],
  "forces_ev_per_angstrom": [[0.2, 0.2, -0.3], [-0.2, 0.0, 0.2], [0.0, 0.1, 0.0], [0.0, 0.0, -0.1], [-0.1, -0.1, 0.1], [0.1, -0.1, -0.1], [0.0, 0.0, 0.0], [0.0, 0.2, 0.1], [0.1, 0.0, 0.0], [0.0, -0.1, 0.3], [0.1, 0.0, -0.2], [0.0, 0.0, 0.0], [0.0, 0.0, 0.0], [0.0, 0.0, 0.0], [0.0, 0.0, 0.0], [0.0, 0.0, 0.0], [-0.1, 0.0, 0.0], [0.0, 0.0, 0.0], [0.0, 0.0, 0.0], [0.0, 0.0, 0.0], [0.0, 0.0, 0.0], [0.0, 0.0, 0.0], [0.0, 0.0, 0.0], [0.0, 0.0, 0.0], [0.0, 0.0, 0.0], [0.1, 0.0, 0.0], [0.0, 0.0, 0.0], [0.0, 0.0, 0.0], [0.1, -0.2, 0.0], [0.0, 0.2, 0.1], [-0.1, 0.0, 0.1], [0.1, 0.1, 0.0], [-0.1, 0.0, 0.0], [0.0, 0.1, 0.2], [0.1, -0.2, -0.4], [0.0, 0.0, 0.0], [0.0, 0.0, 0.0], [0.0, 0.0, 0.0], [0.0, -0.1, -0.1], [0.0, 0.0, 0.0], [0.0, 0.0, 0.0], [0.0, 0.0, 0.0], [0.0, 0.0, 0.0], [0.0, -0.1, 0.0], [0.0, 0.0, 0.0], [-0.1, -0.2, 0.1], [0.0, 0.1, -0.1], [0.0, 0.1, 0.0], [0.0, 0.0, 0.0], [0.0, 0.0, 0.0], [0.0, 0.0, 0.0]],
  "total_charge": 0,
  "gap_ev": 6.135,
  "relative_energy_kcal_mol": 9.0,
  "e_homo_ev": -7.90
}

***

{
  "formula": "C35H45N11S",
  "method": "ωB97M-V with the def2-TZVPD basis set",
  "species": ["N", "C", "N", "N", "C", "C", "C", "C", "C", "C", "C", "C", "C", "N", "S", "N", "C", "H", "H", "H", "H", "H", "H", "H", "H", "H", "H", "H", "H", "H", "H", "H", "N", "C", "C", "C", "C", "H", "H", "H", "H", "H", "N", "C", "C", "C", "C", "H", "H", "H", "H", "H", "N", "C", "C", "C", "C", "H", "H", "H", "H", "H", "N", "C", "C", "C", "C", "H", "H", "H", "H", "H", "N", "C", "C", "C", "C", "H", "H", "H", "H", "H", "N", "C", "C", "C", "C", "H", "H", "H", "H", "H"],
  "positions_angstrom": [[3.94683, -2.39277, -2.22096], [4.22762, -1.51109, -3.11265], [5.51593, -0.81230, -2.98990], [3.35868, -1.18956, -4.22721], [2.16371, -0.43372, -3.68742], [2.55329, 1.08294, -3.46837], [1.50171, 1.94390, -2.64418], [0.55086, 1.11163, -1.69712], [-0.70982, 0.54133, -2.47342], [-1.31979, 1.24874, -3.59553], [-2.48960, 0.61537, -4.31074], [-3.06342, -0.67693, -3.93197], [-2.39819, -1.37255, -2.76899], [-2.81584, -2.63682, -2.29569], [-1.71527, -2.90893, -1.07024], [-0.73371, -1.57858, -0.97609], [-1.21844, -0.78864, -2.01433], [3.01590, -2.78025, -2.43129], [5.39925, -0.03726, -2.32418], [6.13056, -1.49898, -2.53767], [3.82241, -0.53108, -4.85926], [1.85473, -0.98033, -2.76020], [1.32869, -0.51381, -4.43840], [3.58673, 1.16764, -3.02483], [2.60447, 1.54784, -4.50328], [2.10499, 2.62557, -1.96584], [0.95788, 2.63505, -3.34488], [0.18948, 1.79162, -0.86431], [1.14763, 0.30429, -1.19657], [-0.95827, 2.24439, -3.96121], [-2.90824, 1.17821, -5.18960], [-3.91812, -1.13542, -4.49365], [0.01774, -0.18396, 1.75874], [-0.74027, 0.80176, 2.32984], [0.06676, 1.52192, 3.17389], [1.36333, 0.95093, 3.10404], [1.30144, -0.09757, 2.22081], [-0.31818, -0.86806, 1.09805], [-1.78626, 0.90454, 2.08809], [-0.24036, 2.36579, 3.77375], [2.24355, 1.27198, 3.64030], [2.05830, -0.78819, 1.88341], [3.20048, 3.64090, 5.22771], [3.98192, 4.02070, 6.28818], [4.77974, 5.05643, 5.87528], [4.46538, 5.31629, 4.51661], [3.48676, 4.42994, 4.14602], [2.52133, 2.89783, 5.24175], [3.90272, 3.52069, 7.24077], [5.50796, 5.57162, 6.48202], [4.90670, 6.06904, 3.88217], [2.97107, 4.29120, 3.20890], [0.28821, 4.72284, 6.74731], [-0.48522, 4.35348, 7.81458], [-1.75120, 4.83881, 7.60771], [-1.74305, 5.52259, 6.36507], [-0.47217, 5.43142, 5.85706], [1.26518, 4.50634, 6.63411], [-0.06834, 3.78007, 8.62722], [-2.59056, 4.71540, 8.27429], [-2.57507, 6.02434, 5.89585], [-0.04364, 5.80934, 4.94230], [-3.36095, -7.62294, -0.59333], [-2.36498, -8.51989, -0.31420], [-1.16189, -7.88546, -0.49550], [-1.44252, -6.55386, -0.89321], [-2.80819, -6.42077, -0.94216], [-4.34652, -7.81716, -0.54818], [-2.59777, -9.52888, -0.01332], [-0.18788, -8.32868, -0.35639], [-0.72503, -5.78001, -1.11764], [-3.43212, -5.57780, -1.19545], [-3.39229, 2.87721, -7.81497], [-4.56756, 2.23128, -8.09335], [-5.56665, 3.16942, -8.12993], [-4.97193, 4.43073, -7.86935], [-3.63043, 4.21931, -7.68196], [-2.49408, 2.43491, -7.72340], [-4.59032, 1.16298, -8.23932], [-6.60946, 2.97230, -8.32368], [-5.47157, 5.38586, -7.82497], [-2.82674, 4.90480, -7.46498], [-0.63979, -6.22949, 2.71404], [-0.75946, -6.40177, 4.06605], [0.08844, -5.51754, 4.68318], [0.74119, -4.77874, 3.66466], [0.26995, -5.23801, 2.46053], [-1.14398, -6.75129, 2.01399], [-1.43516, -7.13806, 4.47131], [0.22364, -5.41227, 5.74844], [1.47363, -3.99765, 3.79861], [0.50355, -4.94642, 1.44863]],
  "forces_ev_per_angstrom": [[-0.4, 0.9, -1.1], [0.4, -0.4, 0.5], [-0.9, -0.8, -0.3], [0.2, 1.1, 1.5], [0.0, 0.0, -0.5], [-0.7, 0.0, -0.5], [0.8, 0.3, 0.7], [-0.6, 0.7, -0.6], [0.1, 0.6, -0.6], [-0.7, -3.0, 1.5], [0.0, -1.7, 1.2], [2.5, 2.2, 0.7], [-0.5, -0.4, -0.2], [3.2, 3.0, 0.8], [-0.5, 0.2, -0.2], [-2.6, 0.1, -2.9], [-1.2, 0.7, -1.5], [0.5, -0.2, 0.0], [0.1, -0.4, -0.5], [-0.2, 0.5, -0.1], [0.2, -0.5, 0.2], [0.1, 0.7, -0.8], [0.7, 0.1, 0.8], [-1.1, -0.2, -0.3], [0.2, -0.6, 1.1], [-0.7, -0.7, -0.8], [0.3, -0.8, 0.8], [0.3, -0.8, -0.9], [-0.8, 0.6, -0.5], [-0.3, -1.2, 0.6], [0.3, -0.7, 1.1], [1.0, 0.5, 0.8], [0.0, 0.1, 0.1], [0.0, -0.1, 0.0], [-0.1, 0.1, 0.0], [0.1, 0.0, 0.0], [0.0, -0.1, -0.1], [0.1, 0.1, 0.0], [0.1, 0.0, 0.1], [0.0, 0.0, 0.0], [0.0, -0.1, -0.1], [0.0, 0.0, 0.0], [-0.1, 0.1, 0.0], [0.0, -0.1, 0.1], [0.0, 0.0, 0.1], [-0.1, 0.0, -0.1], [0.0, 0.0, -0.1], [0.1, 0.0, -0.1], [0.1, 0.0, -0.1], [-0.1, 0.0, 0.0], [0.0, 0.0, 0.0], [0.0, 0.0, 0.0], [-0.1, -0.1, 0.0], [0.0, 0.0, 0.0], [0.0, -0.1, 0.1], [0.0, 0.0, -0.1], [0.1, 0.0, -0.1], [-0.1, 0.1, 0.0], [-0.1, 0.0, 0.0], [0.1, 0.0, 0.0], [0.1, 0.0, 0.0], [0.0, 0.0, 0.1], [0.1, 0.0, 0.0], [-0.1, -0.1, 0.0], [0.0, -0.2, 0.1], [-0.1, 0.2, 0.0], [0.0, 0.1, 0.0], [0.1, 0.0, 0.0], [0.0, 0.1, 0.0], [-0.1, 0.0, 0.0], [0.0, -0.1, 0.0], [0.0, 0.0, 0.0], [0.0, 0.0, 0.0], [0.0, -0.1, 0.0], [0.0, -0.2, 0.0], [0.1, 0.1, 0.0], [0.1, 0.0, 0.1], [-0.1, 0.1, -0.1], [0.0, 0.1, 0.0], [0.1, 0.0, 0.0], [0.0, -0.1, 0.0], [-0.1, 0.0, 0.0], [0.0, 0.1, 0.1], [0.0, -0.1, 0.0], [-0.1, -0.1, 0.1], [0.1, 0.1, -0.2], [0.0, -0.1, -0.1], [0.1, 0.1, 0.0], [0.1, 0.0, 0.0], [0.0, 0.0, -0.1], [0.0, 0.0, 0.0], [0.0, 0.0, 0.1]],
  "total_charge": 0,
  "gap_ev": 6.730,
  "e_homo_ev": -8.08
}

***

{
  "formula": "C31H22ClF3IMnN6O3",
  "method": "ωB97M-V with the def2-TZVPD basis set",
  "species": ["Mn", "C", "C", "C", "C", "C", "N", "C", "C", "C", "C", "C", "C", "C", "N", "C", "C", "C", "N", "C", "C", "N", "C", "C", "C", "N", "H", "H", "H", "H", "H", "H", "H", "H", "H", "H", "H", "H", "H", "H", "H", "H", "H", "H", "Cl", "C", "C", "C", "I", "C", "O", "C", "N", "C", "C", "C", "C", "H", "H", "H", "H", "F", "C", "F", "F", "C", "O", "O"],
  "positions_angstrom": [[-0.08599, -0.58844, -0.85077], [3.90265, -0.00457, 4.88385], [3.16067, 0.07882, 3.57968], [3.26568, 1.20127, 2.78111], [2.64651, 1.25833, 1.51709], [1.98201, 0.14515, 1.03319], [1.59601, 0.12680, -0.32546], [1.92653, 1.31258, -1.10299], [3.08304, 1.40482, -1.83563], [3.44854, 2.59819, -2.37504], [2.74621, 3.77662, -2.12370], [3.09032, 5.09890, -2.73499], [1.56018, 3.67123, -1.44258], [1.18274, 2.47143, -0.89798], [-0.07844, 2.30622, -0.21207], [-0.79971, 3.25466, 0.36518], [-2.05776, 2.76327, 0.68294], [-2.01889, 1.46235, 0.19422], [-0.80459, 1.13280, -0.26894], [1.90191, -1.00278, 1.79432], [2.41790, -0.99870, 3.06304], [1.15170, -2.10056, 1.36954], [1.30816, -3.42367, 1.61434], [0.20373, -4.08144, 1.07457], [-0.57462, -3.08465, 0.49034], [-0.01427, -1.87803, 0.66763], [4.95497, 0.04346, 4.77539], [3.64053, -0.91184, 5.45971], [3.57901, 0.86700, 5.47900], [3.80439, 2.08599, 3.18013], [2.61226, 2.17963, 0.98355], [3.66053, 0.51086, -2.01269], [4.31609, 2.66521, -3.02973], [3.61210, 5.77631, -2.07215], [2.20933, 5.62683, -3.02804], [3.74000, 4.88358, -3.56971], [0.84071, 4.48255, -1.34152], [-0.34805, 4.24686, 0.48025], [-2.88767, 3.30851, 1.14534], [-2.76226, 0.70827, 0.31391], [2.25873, -1.88143, 3.65056], [2.13650, -3.64977, 2.25711], [0.03389, -5.14887, 1.13188], [-1.53770, -3.19892, -0.03838], [-7.54574, -2.37044, -0.71101], [-5.84978, -2.04573, -0.88677], [-5.28682, -2.00107, -2.11376], [-3.88632, -1.71379, -2.22866], [-3.09822, -2.12997, -4.10379], [-3.10000, -1.45794, -1.13333], [-1.81601, -1.13027, -1.19164], [-3.68154, -1.50476, 0.15774], [-2.88449, -1.37530, 1.22126], [-3.39493, -1.40077, 2.41473], [-4.78653, -1.63577, 2.68011], [-5.56109, -1.94606, 1.60484], [-5.03471, -1.90875, 0.28827], [-5.87525, -2.12884, -3.02943], [-2.75399, -1.26668, 3.30946], [-5.16278, -1.53386, 3.68470], [-6.59967, -2.18721, 1.82091], [2.79896, -1.49796, -4.16436], [1.46983, -1.55744, -4.35469], [1.12385, -2.77745, -4.79210], [1.21857, -0.69240, -5.33271], [0.75021, -1.18058, -2.99096], [0.66017, -2.01972, -2.03419], [0.29274, -0.03208, -2.82013]],
  "forces_ev_per_angstrom": [[-0.4, -0.2, -0.4], [-2.0, 0.1, 0.9], [0.2, -1.1, -0.6], [-0.2, 1.0, -0.5], [0.3, -0.3, 2.2], [0.4, 0.6, -2.0], [-0.4, -0.1, -1.1], [-0.4, -0.2, 2.0], [-0.2, -1.1, -0.1], [0.9, 1.5, -0.6], [-0.3, 0.1, -0.5], [0.7, -0.6, 0.1], [-1.3, 0.2, 0.8], [-0.9, -1.5, -0.1], [0.7, -0.7, -0.2], [-0.1, 1.3, 0.3], [0.2, 0.4, -0.4], [0.2, -0.4, 0.9], [-0.2, 1.5, -0.2], [-0.2, 0.5, 0.9], [0.8, 0.2, 0.7], [-1.0, -0.7, -1.3], [-0.7, 1.4, 0.0], [0.6, 0.0, 0.4], [-0.5, -0.4, -0.2], [0.7, -0.4, 0.0], [1.0, 0.0, -0.3], [0.1, 0.4, -0.3], [0.3, -0.4, 0.0], [-0.4, -0.6, -0.4], [0.4, 0.3, -0.3], [0.1, -0.1, 0.0], [0.0, -0.1, 0.2], [0.3, -0.1, 0.4], [-0.6, 0.2, -0.5], [0.1, 0.4, -0.5], [0.5, 0.2, -0.2], [-0.4, -0.5, 0.1], [0.5, -0.5, -0.3], [-0.2, -0.2, -0.2], [0.1, -0.3, 0.4], [0.1, -0.7, -0.1], [-0.1, 0.3, -0.1], [1.0, 0.2, 0.4], [0.1, 0.0, -0.1], [0.1, -0.5, 0.8], [0.7, 0.5, -0.5], [-0.7, -0.8, -0.3], [0.4, 0.3, 0.0], [0.8, 0.7, -0.2], [0.3, -0.2, -0.9], [-1.6, -1.5, -0.1], [0.8, 0.7, 0.7], [-1.0, -0.2, 1.4], [1.5, 0.3, -0.8], [-0.6, 0.0, 0.4], [-0.6, 0.9, 0.1], [0.2, 0.0, 0.5], [0.0, 0.0, -0.8], [-0.1, -0.3, 0.1], [0.1, 0.0, -0.5], [-0.2, -0.4, 0.4], [0.1, 0.0, -0.2], [0.2, 0.5, 0.6], [-0.6, 0.1, 0.4], [0.0, -0.9, -0.3], [0.4, 0.6, -0.8], [-0.1, 0.2, 0.4]],
  "total_charge": 1,
  "spin_multiplicity": 4,
  "gap_ev": [5.300, 6.133],
  "e_homo_ev": [-10.41, -10.35]
}

***

{
  "formula": "C4H5BrN2O",
  "method": "ωB97M-V with the def2-TZVPD basis set",
  "species": ["C", "C", "C", "C", "N", "N", "O", "Br", "H", "H", "H", "H", "H"],
  "positions_angstrom": [[1.11278, -1.40063, -0.31329], [-1.09862, -1.36220, 0.04122], [0.02016, 0.41280, 0.48959], [-0.82744, 1.52085, -0.17768], [-0.05398, -2.01992, -0.31199], [1.11368, -0.15241, 0.04994], [-2.24559, -1.08284, 0.15400], [3.21385, 0.50549, 0.06988], [1.98001, -1.91821, -0.62611], [-0.10176, 0.40240, 1.59619], [-0.24923, 2.26534, -0.69597], [-1.47213, 1.89786, 0.67127], [-1.39173, 0.93148, -0.94706]],
  "forces_ev_per_angstrom": [[-0.6, 1.7, 0.5], [-0.7, 1.2, -0.1], [-1.4, 1.9, 1.9], [-0.2, -2.1, 0.6], [-2.3, -2.0, -0.1], [1.1, -0.9, -1.0], [2.1, -1.3, -0.1], [0.3, 0.3, 0.1], [0.8, -0.3, -0.2], [0.3, -0.1, -0.6], [0.3, 0.5, 0.1], [0.5, -0.1, -1.5], [-0.1, 1.2, 0.6]],
  "total_charge": 0,
  "gap_ev": [7.018, 7.397],
  "relative_energy_kcal_mol": 66.8,
  "e_homo_ev": [-8.48, -8.57]
}

***

{
  "formula": "C4H5NdO2",
  "method": "ωB97M-V with the def2-TZVPD basis set",
  "species": ["H", "C", "C", "O", "Nd", "H", "O", "C", "C", "H", "H", "H"],
  "positions_angstrom": [[0.79446, 0.86085, 1.86191], [-0.63780, 0.12182, 0.50821], [0.60034, 0.90076, 0.75393], [1.40467, 1.20399, -0.09874], [3.80341, 2.71360, -0.32878], [-1.56336, 0.58885, 0.86387], [-0.98919, -0.60007, -1.98799], [-0.80283, -0.65018, -0.76572], [-0.59395, -1.47566, 0.35506], [-0.99650, 0.30432, -2.36608], [0.41161, -1.90618, 0.45811], [-1.43087, -2.06210, 0.74621]],
  "forces_ev_per_angstrom": [[0.2, 1.1, -0.7], [-1.1, -0.3, -2.3], [-0.1, -2.3, 1.9], [0.9, 1.1, -0.3], [-0.2, -0.1, 0.0], [0.1, -0.3, 0.3], [0.2, -0.4, -0.3], [0.1, 1.4, 0.8], [0.3, 0.0, 0.6], [-0.3, 0.0, -0.1], [-0.4, -0.2, -0.1], [0.2, 0.0, 0.1]],
  "total_charge": 3,
  "spin_multiplicity": 5,
  "gap_ev": [9.335, 10.361],
  "relative_energy_kcal_mol": 0.0,
  "e_homo_ev": [-21.99, -22.88]
}